C16H30IN7O2 | the ωB97M-V functional and the def2-TZVPD basis

Values from the calculation:
- maximum force (eV Å⁻¹) = 10.139
- LUMO level (eV) = -0.55
- SMILES = [H]/N=C(\N)NCCCC[C@@H](NCCC)OC(=O)I.CC#N.CC#N.CC#N
- E_HOMO (eV) = -9.274
- frontier orbital gap (Ha) = 0.3207

The geometry in XYZ format:
```
56
C16H30IN7O2 (the ωB97M-V functional and the def2-TZVPD basis)
H -3.78 1.48 1.74
N -3.38 0.51 1.58
C -3.71 0.11 0.28
N -4.52 1.11 -0.57
N -3.33 -1.22 -0.33
C -2.00 -1.74 0.18
C -0.69 -0.93 -0.43
C 0.63 -1.55 0.39
C 1.83 -2.02 -0.64
C 2.94 -0.78 -0.86
N 4.26 -1.24 -0.28
C 5.09 -0.03 0.16
C 6.55 -0.45 0.82
C 7.40 0.96 1.05
O 2.96 -0.52 -2.31
C 3.14 0.91 -2.62
O 4.15 1.22 -3.47
I 1.93 2.58 -1.90
H -4.73 0.54 -1.45
H -5.45 1.25 -0.08
H -4.04 -1.95 -0.04
H -1.88 -1.67 1.37
H -1.82 -2.88 -0.09
H -0.80 0.23 -0.20
H -0.60 -1.08 -1.59
H 0.26 -2.53 0.95
H 1.01 -0.77 1.21
H 1.29 -2.20 -1.69
H 2.34 -3.04 -0.37
H 2.54 0.10 -0.20
H 4.83 -1.72 -1.01
H 5.35 0.56 -0.84
H 4.47 0.73 0.82
H 6.44 -1.08 1.82
H 7.09 -1.14 0.01
H 6.63 1.87 0.96
H 8.17 1.12 0.17
H 7.90 1.02 2.10
C -3.52 3.31 -2.89
C -3.60 4.82 -2.72
N -3.66 6.07 -2.59
H -2.58 3.03 -3.37
H -3.58 2.83 -1.91
H -4.35 2.96 -3.51
C 1.97 -3.22 3.86
C 3.34 -2.57 3.69
N 4.47 -2.04 3.54
H 2.07 -4.31 3.85
H 1.53 -2.91 4.81
H 1.31 -2.92 3.04
C -8.90 1.84 -0.43
C -8.19 0.94 0.57
N -7.60 0.20 1.40
H -9.52 1.24 -1.10
H -9.53 2.56 0.10
H -8.16 2.39 -1.02
```

Atomic partial charges in e from the Mulliken method, atoms 1 to 6:
1. H 0.2457
2. N -0.6042
3. C 0.3057
4. N -0.5291
5. N -0.3448
6. C -0.6047



C5H12O | the ωB97M-V functional and the def2-TZVPD basis

Values from the calculation:
- maximum force (eV Å⁻¹) = 0.474
- LUMO level (eV) = 0.97
- SMILES = CC(C)=O.[H][H].C=C
- E_HOMO (eV) = -9.662
- frontier orbital gap (Ha) = 0.3908

The geometry in XYZ format:
```
18
C5H12O (the ωB97M-V functional and the def2-TZVPD basis)
C 2.08 0.56 0.32
C 0.99 -0.40 0.75
C -0.02 0.13 1.75
O 0.95 -1.54 0.34
H 1.64 1.49 -0.07
H 2.69 0.09 -0.45
H 2.70 0.83 1.17
H -0.32 1.15 1.51
H 0.44 0.14 2.75
H -0.89 -0.53 1.77
H -1.79 -2.90 -0.25
H -1.12 -2.63 -0.07
C -1.55 0.03 -1.56
C -0.89 1.18 -1.62
H -1.20 -0.86 -2.08
H -2.47 -0.08 -0.98
H -1.24 2.06 -1.09
H 0.02 1.28 -2.20
```

Atomic partial charges in e from the Mulliken method, atoms 1 to 6:
1. C -1.1382
2. C 0.8937
3. C -1.0936
4. O -0.5380
5. H 0.2808
6. H 0.2935



C5H13NOSi | the ωB97M-V functional and the def2-TZVPD basis

Values from the calculation:
- maximum force (eV Å⁻¹) = 4.631
- LUMO level (alpha / beta) (eV) = 0.20 / 0.20
- E_HOMO (alpha / beta) (eV) = -6.398 / -6.399
- frontier orbital gap (alpha / beta) (Ha) = 0.2425 / 0.2425

The geometry in XYZ format:
```
21
C5H13NOSi (the ωB97M-V functional and the def2-TZVPD basis)
C -0.79 -0.93 1.61
C -1.83 -0.46 0.70
C 0.54 -1.21 0.84
C 2.10 -0.93 -2.41
C -0.40 2.92 0.88
N -1.52 -0.69 -0.55
O 0.77 -0.72 -1.96
Si -0.08 -1.70 -0.91
H -0.62 -0.26 2.47
H -1.02 -1.96 1.79
H -2.78 -0.07 0.91
H -0.34 2.00 1.46
H 1.18 -0.36 0.84
H 1.04 -1.93 1.30
H 2.15 -0.25 -3.23
H 2.26 -1.94 -2.89
H 2.97 -0.52 -1.71
H -0.87 3.73 1.34
H -0.99 2.68 -0.06
H 0.72 3.26 0.68
H -2.47 -0.67 -1.10
```

Atomic partial charges in e from the Mulliken method, atoms 1 to 6:
1. C -0.5797
2. C -0.2218
3. C -0.9889
4. C -0.6274
5. C -0.7518
6. N -0.0166



C5H11O2 | the ωB97M-V functional and the def2-TZVPD basis

Values from the calculation:
- maximum force (eV Å⁻¹) = 5.933
- spin multiplicity = 2
- LUMO level (alpha / beta) (eV) = 0.76 / -3.69
- E_HOMO (alpha / beta) (eV) = -10.780 / -10.233
- frontier orbital gap (alpha / beta) (Ha) = 0.4242 / 0.2404

The geometry in XYZ format:
```
18
C5H11O2 (the ωB97M-V functional and the def2-TZVPD basis)
C 0.71 0.64 0.52
C 1.93 -0.12 0.57
C 0.43 1.41 1.95
H 0.77 1.44 -0.19
H -0.24 -0.03 0.45
H 1.94 -1.12 1.06
H 0.55 0.62 2.77
H 1.14 2.18 2.02
H 2.67 0.56 1.14
H 2.32 -0.22 -0.41
H -0.57 1.87 1.96
C -2.24 -0.65 -1.44
C -1.00 -1.61 -1.99
O -0.21 -0.94 -2.66
O -1.02 -2.87 -1.71
H -2.28 -0.89 -0.38
H -3.07 -0.58 -2.12
H -1.83 0.31 -1.53
```

Atomic partial charges in e from the Mulliken method, atoms 1 to 6:
1. C 0.3161
2. C -1.1053
3. C -1.3011
4. H 0.2790
5. H -0.1981
6. H 0.2914



E across the listed records, respectively: -1458.767492 -272.874716 -617.719919 -347.462070 Eh.
Energy above the lowest of the compared OMol25 structures with the same formula, charge and spin across the listed records, respectively: 206.7 46.4 80.8 35.1 kcal/mol.